The following is a DFT calculation (ωB97M-V with the def2-TZVPD basis set) of C42H36AlIN4O7P2S3Te as an isolated structure at a distorted geometry.

Results
- calculated total energy (hartree) = -5053.387589
- maximum force (eV/Å) = 1.76
- E_LUMO (Ha) = 0.134
- ΔE to the lowest compared entry with this formula, charge and spin (kJ/mol) = 225.9

Geometry as ORCA input:
```
! wB97M-V def2-TZVPD RIJCOSX def2/J DEFGRID3
* xyz -2 1
I -2.387 -0.336 -5.287
Te 2.933 -0.862 3.569
S 3.599 -1.087 -2.556
S 2.193 -2.650 -2.607
S 1.558 2.852 0.903
P 1.293 -1.915 0.874
P -0.206 -0.506 2.691
Al 0.161 0.199 0.138
O 1.534 -2.527 -3.889
O 2.979 -3.855 -2.452
O 1.432 1.406 0.397
O -1.373 1.186 0.404
O -0.902 2.856 -1.040
O 2.768 2.964 1.685
O 1.243 -2.403 -1.484
N 2.318 -4.349 7.034
N -0.090 0.148 -1.780
N 0.384 3.378 1.718
N 0.862 0.454 -2.679
C -1.016 -0.003 -3.769
C -1.244 -0.120 -2.416
C -1.171 -2.908 -0.062
C 4.040 -2.262 0.692
C 0.806 2.363 5.428
C 1.157 -1.701 2.721
C -1.024 3.390 1.268
C 2.559 5.365 -2.757
C 0.722 1.564 4.297
C -1.639 -2.583 3.969
C 2.902 6.216 -3.952
C -0.039 2.140 6.505
C -1.148 2.452 0.082
C 2.814 -2.923 0.694
C 5.207 -4.355 0.548
C 1.891 3.778 -0.579
C -1.070 0.326 5.299
C -4.002 -2.962 3.701
C 2.013 -3.072 7.267
C -0.095 -3.131 0.793
C 2.212 -2.048 6.350
C -1.700 -1.523 3.069
C -0.987 1.130 6.430
C 0.327 0.359 -3.888
C -2.292 -4.860 0.769
C 2.422 3.187 -1.712
C -1.235 -5.080 1.644
C 3.990 -5.019 0.519
C 2.042 5.938 -1.598
C 5.229 -2.971 0.619
C 2.802 -4.309 0.581
C -2.786 -3.296 4.286
C -0.204 0.519 4.222
C 3.044 -3.683 4.841
C -2.920 -1.190 2.486
C 1.707 5.149 -0.509
C 2.820 -4.630 5.826
C -2.258 -3.769 -0.084
C -0.151 -4.218 1.661
C 2.748 3.987 -2.796
C 2.750 -2.349 5.104
C -4.069 -1.908 2.801
H 1.935 -1.029 6.594
H 2.550 -0.211 -2.654
H -2.956 -0.358 1.789
H -4.898 -3.516 3.957
H 3.438 -3.976 3.873
H 6.172 -2.436 0.607
H 2.141 6.114 -4.731
H -1.818 -0.454 5.264
H -1.639 3.044 2.099
H 3.051 -5.678 5.652
H -3.143 -5.531 0.762
H 0.907 0.537 -4.779
H -2.151 -0.365 -1.885
H 4.064 -1.182 0.723
H 1.864 -4.840 0.530
H -1.328 4.396 0.970
H -1.267 -5.920 2.329
H -5.015 -1.648 2.339
H -1.130 -2.055 -0.725
H 1.352 1.794 3.453
H 3.855 5.916 -4.390
H -1.668 0.958 7.257
H 2.960 7.271 -3.681
H 6.135 -4.915 0.496
H 1.534 3.165 5.452
H 1.895 7.012 -1.550
H -0.681 -2.827 4.419
H 3.151 3.526 -3.691
H 1.581 -2.864 8.242
H 2.578 2.118 -1.745
H -2.731 -4.122 4.988
H 0.650 -4.359 2.378
H 0.027 2.758 7.394
H 1.316 5.578 0.407
H -3.076 -3.587 -0.772
H 3.963 -6.098 0.426
*
```

Atom charges from the Löwdin analysis, given in e for atoms 1 to 5:
1. I 0.749
2. Te 1.276
3. S 0.522
4. S 0.159
5. S 0.628

The following is a DFT calculation (ωB97M-V with the def2-TZVPD basis set) of C6H12O in the gas phase.

Results
- calculated total energy (hartree) = -311.022827
- maximum force (eV/Å) = 0.38
- SMILES = C[C@@H]1C[C@@H]1[C@@H](C)O
- E_LUMO (Ha) = 0.038
- ΔE to the lowest compared entry with this formula, charge and spin (kJ/mol) = 95.7

Geometry as ORCA input:
```
! wB97M-V def2-TZVPD RIJCOSX def2/J DEFGRID3
* xyz 0 1
O 1.110 -0.684 1.695
C 1.026 -0.339 0.319
C -1.455 0.488 0.025
C 0.024 0.775 0.116
C -2.013 -0.922 0.098
C -0.698 0.945 -1.190
C 2.427 0.058 -0.113
H -1.573 -1.576 -0.661
H 2.453 0.285 -1.184
H 0.298 1.687 0.645
H 3.129 -0.755 0.094
H -1.838 -1.391 1.074
H 0.205 -0.761 2.026
H 0.711 -1.217 -0.271
H 2.758 0.942 0.443
H -3.094 -0.916 -0.070
H -0.862 1.947 -1.575
H -0.509 0.198 -1.959
H -2.095 1.235 0.491
*
```

Atom charges from the Löwdin analysis, given in e for atoms 1 to 5:
1. O -0.031
2. C -0.436
3. C -0.294
4. C -0.234
5. C -0.068

The following is a DFT calculation (ωB97M-V with the def2-TZVPD basis set) of C3H6N2O2 in the gas phase at a distorted geometry.

Results
- calculated total energy (hartree) = -377.797730
- maximum force (eV/Å) = 4.90
- SMILES = C=CNC(=O)NO
- E_LUMO (Ha) = 0.028
- ΔE to the lowest compared entry with this formula, charge and spin (kJ/mol) = 424.3

Geometry as ORCA input:
```
! wB97M-V def2-TZVPD RIJCOSX def2/J DEFGRID3
* xyz 0 1
O -0.510 -1.097 1.399
O 0.679 -2.358 -0.305
N -0.645 0.991 0.545
N 0.552 -0.914 -0.413
C 0.576 2.075 -1.203
C -0.486 1.893 -0.417
C -0.215 -0.317 0.557
H 0.465 2.831 -1.978
H -0.954 1.209 1.528
H -0.288 -2.564 0.217
H 1.599 1.684 -0.943
H -1.245 2.621 -0.781
H 0.471 -0.580 -1.333
*
```

Atom charges from the Löwdin analysis, given in e for atoms 1 to 5:
1. O 0.065
2. O -0.074
3. N 0.084
4. N 0.018
5. C 0.000